# 1
37
Properties=species:S:1:pos:R:3:forces:R:3 method="wB97M-V/def2-TZVPD" homo_energy_ha=-0.28637 e_above_lowest_kj_mol=926.9 lumo_ev=0.799 mol_weight_g_mol=223.32
C -2.945 0.715 -3.461 0.351 2.229 -5.531
C -1.623 0.289 -3.078 2.102 -1.084 3.830
C -1.663 -1.127 -2.424 5.919 7.779 6.821
C -2.151 -0.925 -0.729 1.580 -2.261 -2.160
C -1.270 -0.217 0.289 1.886 -4.484 -5.187
C -1.256 1.130 0.452 -2.465 1.736 2.455
C -2.490 2.237 0.378 -1.598 -11.290 -2.611
N -0.181 1.395 1.267 -3.376 -0.679 -3.208
C 0.517 0.326 1.365 6.077 -7.483 1.100
C 1.733 0.359 2.310 -2.185 6.797 -0.756
O 1.929 1.526 2.867 0.357 -5.345 -1.319
O 2.487 -0.706 2.280 -2.367 -0.421 -2.209
C 3.718 -0.685 2.779 1.074 -5.258 7.253
C 4.827 -0.101 2.202 4.435 -1.649 -5.766
C 0.099 -0.910 0.564 -4.868 13.021 3.250
C 0.729 -2.119 0.349 -4.967 -1.706 -0.134
H -3.568 0.912 -2.611 -0.796 -0.177 -0.101
H -3.257 -0.128 -4.299 -0.223 2.440 2.217
H -2.686 1.823 -4.092 -1.577 -3.056 1.685
H -1.092 0.968 -2.330 -1.067 -0.511 -0.332
H -0.847 0.295 -3.781 0.499 -0.150 -2.009
H -2.257 -1.708 -2.880 -3.982 -4.975 -3.192
H -0.582 -1.277 -2.246 -0.562 -1.360 -0.660
H -2.229 -2.039 -0.533 -0.701 1.437 0.483
H -3.025 -0.385 -0.897 -2.121 0.194 0.368
H -3.018 1.672 -0.639 0.966 2.588 2.951
H -2.001 3.021 0.210 3.089 7.035 -1.676
H -3.114 2.182 1.237 -0.423 0.076 0.529
H -0.146 2.218 1.719 1.047 3.021 2.227
H 3.937 -1.815 3.309 -0.590 2.829 -1.892
H 3.736 -0.069 3.623 -1.022 0.589 2.336
H 5.085 -0.479 1.173 -0.215 0.027 0.566
H 4.639 0.868 2.037 -0.639 3.973 -0.552
H 5.785 -0.144 2.695 -0.149 -0.389 0.912
H 1.100 -2.199 1.264 2.668 -2.311 3.349
H 1.241 -2.182 -0.487 3.406 -0.145 -3.613
H -0.161 -2.722 0.116 0.435 -1.038 0.576


# 2
31
Properties=species:S:1:pos:R:3:forces:R:3 method="wB97M-V/def2-TZVPD" homo_energy_ha=-0.19082 lumo_ev=2.346 mol_weight_g_mol=384.95 charge=-1
C 2.603 0.895 0.264 0.037 0.328 -0.397
C 1.531 0.619 -0.232 -0.388 -0.151 0.022
In -0.459 0.445 -1.144 0.370 0.476 -0.001
Br -1.384 -1.928 -0.420 -0.018 -0.091 -0.037
C -1.816 1.974 -0.305 -0.005 -0.564 0.037
C -3.283 1.762 -0.683 -0.108 0.191 0.089
N -3.955 0.864 0.270 -0.128 0.281 0.034
H 3.562 1.280 0.538 -0.021 -0.207 0.260
H -0.368 0.510 -2.905 -0.047 -0.190 0.198
H -1.747 1.944 0.787 0.049 0.141 0.013
H -1.465 2.961 -0.612 0.052 -0.021 -0.096
H -3.806 2.729 -0.681 -0.052 -0.046 0.008
H -3.394 1.365 -1.699 0.114 0.030 -0.036
H -4.457 0.129 -0.206 0.131 -0.118 0.050
H -3.273 0.439 0.883 0.008 -0.201 -0.133
C 4.792 2.721 3.217 -0.227 -0.067 0.023
O 5.141 2.440 2.088 0.154 0.018 -0.053
N 4.995 1.880 4.279 0.144 0.039 0.035
N 4.154 3.895 3.516 0.134 0.098 0.020
H 4.695 2.083 5.213 -0.055 -0.006 -0.020
H 5.434 1.000 4.085 -0.046 -0.012 -0.025
H 3.962 4.514 2.752 -0.046 -0.043 -0.018
H 3.837 4.136 4.435 -0.045 -0.045 -0.007
C -2.023 -5.123 -3.361 -0.017 0.119 0.013
O -2.309 -5.802 -4.339 -0.014 -0.043 0.001
N -1.254 -4.005 -3.421 0.079 -0.138 -0.043
N -2.465 -5.431 -2.102 0.010 -0.135 0.096
H -1.021 -3.478 -2.596 -0.035 0.255 0.033
H -0.921 -3.711 -4.318 -0.007 -0.006 0.008
H -3.043 -6.243 -2.002 -0.004 0.013 -0.026
H -2.261 -4.861 -1.300 -0.019 0.094 -0.049